1.
The following is a quantum chemistry calculation of a structure of composition C4H6LiO2Sr, from the Open Molecules 2025 dataset.

XYZ file:
```
14
Properties=species:S:1:pos:R:3:forces:R:3:lowdin_charge:R:1
O 0.785909 -0.413866 -2.426756 1.13 -0.30 -1.12 -0.513
C -0.209924 -1.202670 -2.671092 1.08 0.93 1.86 -0.457
C -1.164070 -1.923407 -2.410473 -1.14 -1.38 -2.88 0.058
Li 2.408375 -1.114493 -3.026573 -0.59 -0.11 -0.07 0.855
Sr 0.681731 1.163544 -0.690891 -0.71 0.57 -0.70 1.670
H -1.728742 -2.479495 -3.200343 -0.04 0.31 1.62 0.057
C -0.973589 0.550586 1.019358 -0.19 0.09 0.81 -0.325
C 0.012195 0.832744 2.135632 -1.08 -0.66 0.36 -0.348
O 1.311200 1.104048 1.488486 1.46 0.35 0.40 -0.355
H -1.265788 -0.509715 1.045759 -0.12 0.43 -0.18 0.025
H -1.850592 1.209501 1.098139 0.16 -0.38 -0.05 0.018
H 0.182477 -0.043109 2.777906 -0.02 0.27 -0.10 0.110
H -0.245528 1.694880 2.766268 0.18 -0.14 -0.27 0.110
H 2.056344 1.131453 2.094580 -0.13 0.01 0.32 0.095
```
Positions in Å, forces in eV/Å.

Calculated values
electronic energy = -9372.6194 eV
relative energy (zero: lowest compared OMol25 entry of this formula, charge and spin) = 22.6 kcal/mol
frontier orbital gap = 5.98 eV
net charge = +1
LUMO energy = -4.707 eV

2.
The following is a quantum chemistry calculation of an isolated molecule of C5H9ClN2O2, from the Open Molecules 2025 dataset.

XYZ file:
```
19
Properties=species:S:1:pos:R:3:forces:R:3:nbo_charge:R:1
O 0.138519 -3.306003 0.417277 -0.17 1.38 -1.45 -0.345
N 0.178538 -2.309950 -0.319024 0.78 -3.30 -2.13 0.504
O 0.309016 -2.352339 -1.579819 -0.65 0.02 3.13 -0.393
C 0.158139 -1.036288 0.340522 -1.88 1.87 2.09 -0.155
C -1.231573 -0.312710 -0.009911 -0.43 -0.84 -0.42 -0.414
C -1.139309 1.133039 0.376407 -2.39 2.12 3.19 -0.450
C 0.053424 1.870994 -0.261794 -0.49 -1.63 -1.83 -0.236
N 1.347144 1.263711 0.023038 -0.46 -2.65 0.22 -0.575
C 1.284978 -0.198888 -0.233033 -0.55 0.87 -1.96 -0.091
Cl 2.785368 -0.974828 0.187867 0.87 -0.09 0.12 -0.008
H 0.260413 -1.296527 1.454942 -0.21 0.69 -1.66 0.253
H -2.148339 -0.855379 0.510119 1.99 1.02 -1.39 0.245
H -1.305577 -0.219731 -1.142397 -0.20 -1.13 1.21 0.227
H -2.165971 1.713578 0.285462 1.92 -1.18 -0.90 0.239
H -1.202297 1.202317 1.542206 1.16 -0.08 -1.59 0.204
H -0.069642 1.881165 -1.413570 0.07 0.22 1.77 0.193
H 0.242317 2.820620 0.124874 -0.70 1.98 0.25 0.219
H 1.442589 1.322437 1.022999 0.49 0.32 0.60 0.346
H 1.062261 -0.345218 -1.326163 0.88 0.42 0.75 0.235
```
Positions in Å, forces in eV/Å.

Calculated values
SMILES = O=[N+]([O-])[C@@H]1CCCN[C@H]1Cl
electronic energy = -24924.8011 eV
relative energy (zero: lowest compared OMol25 entry of this formula, charge and spin) = 48.7 kcal/mol
frontier orbital gap = 9.89 eV
LUMO energy = -0.224 eV

3.
The following is a quantum chemistry calculation of the ion C3H4N5OS with charge -1, from the Open Molecules 2025 dataset.

XYZ file:
```
14
Properties=species:S:1:pos:R:3:forces:R:3:nbo_charge:R:1
C -2.487224 0.143443 -0.056240 2.60 -1.89 -2.40 -0.693
C -1.042242 0.172501 -0.707675 -2.77 0.28 1.71 0.706
O -0.875983 0.606634 -1.806598 0.97 0.24 -1.39 -0.617
N -0.218543 -0.296564 0.229942 3.26 0.12 -0.90 -0.614
C 1.257494 -0.256204 0.265587 -2.14 -0.92 -0.90 0.274
N 1.758104 0.339676 1.372341 0.64 0.81 -0.97 -0.453
N 2.947920 0.799575 0.928969 -0.51 -0.65 1.09 -0.048
N 3.177442 0.488295 -0.271128 2.76 1.58 -1.21 -0.181
N 2.165477 -0.122994 -0.932432 -2.15 0.09 2.32 -0.302
S 2.019462 -1.866703 -0.323898 0.17 -1.14 -0.14 -0.078
H -2.258702 -0.345938 0.842430 -1.29 -1.20 1.16 0.182
H -2.720031 1.102609 0.160657 -1.09 3.14 0.42 0.209
H -3.106059 -0.306928 -0.820462 -0.56 -0.26 0.47 0.220
H -0.617117 -0.457405 1.118504 0.11 -0.19 0.74 0.394
```
Positions in Å, forces in eV/Å.

Calculated values
SMILES = CC(=O)N[C@]12[N-]N=NN1S2
electronic energy = -23507.0261 eV
relative energy (zero: lowest compared OMol25 entry of this formula, charge and spin) = 29.8 kcal/mol
frontier orbital gap = 7.17 eV
net charge = -1
LUMO energy = 3.506 eV

4.
The following is a quantum chemistry calculation of an isolated molecule of C4H6N2, from the Open Molecules 2025 dataset.

XYZ file:
```
12
Properties=species:S:1:pos:R:3:forces:R:3:nbo_charge:R:1
C -0.492158 -0.851881 1.038262 0.01 -0.01 -0.14 -0.631
C 0.247044 0.379392 0.575691 -0.08 0.05 0.15 -0.078
N 1.458809 0.307577 -0.249032 0.52 -0.13 0.06 -0.562
C 0.298025 0.908216 -0.820483 0.50 0.46 0.21 -0.067
C -0.296091 0.212145 -2.114303 -1.12 0.02 1.11 0.105
N -1.360317 0.049300 -1.638579 -0.20 -0.50 -1.21 -0.224
H -0.547811 -1.609184 0.253712 0.00 0.06 0.06 0.220
H 0.007384 -1.289638 1.911335 -0.04 0.12 -0.18 0.219
H -1.514949 -0.593997 1.330298 0.13 -0.02 -0.07 0.229
H 0.355199 1.137488 1.352718 -0.10 -0.07 -0.17 0.202
H 1.579398 -0.623915 -0.638262 0.08 0.06 0.11 0.360
H 0.265466 1.974496 -1.001357 0.29 -0.04 0.06 0.227
```
Positions in Å, forces in eV/Å.

Calculated values
SMILES = C[C@H]1N[C@H]1C#N
electronic energy = -7221.7543 eV
relative energy (zero: lowest compared OMol25 entry of this formula, charge and spin) = 88.5 kcal/mol
frontier orbital gap = 9.70 eV
LUMO energy = 0.085 eV

5.
The following is a quantum chemistry calculation of a cluster of 2 separate species, CH4N2O in total, from the Open Molecules 2025 dataset.

XYZ file:
```
8
Properties=species:S:1:pos:R:3:forces:R:3:nbo_charge:R:1
N 2.999228 1.036173 -0.012446 -0.85 1.38 0.52 -0.106
N 3.695216 0.177057 0.042102 -1.61 1.76 -0.78 0.437
O 4.378831 -0.731485 -0.051746 2.52 -3.12 0.25 -0.330
C -0.309437 -0.077284 0.006291 0.19 1.05 0.54 -0.868
H -0.258410 1.060686 0.037336 -0.30 -1.39 -0.27 0.218
H -0.745273 -0.430631 -0.987982 0.89 0.33 1.54 0.224
H 0.744512 -0.377525 0.261436 -1.09 -0.14 -0.82 0.210
H -0.920916 -0.385556 0.892125 0.24 0.13 -1.00 0.215
```
Positions in Å, forces in eV/Å.

Calculated values
SMILES = N#[N+][O-].C
electronic energy = -6127.3430 eV
relative energy (zero: lowest compared OMol25 entry of this formula, charge and spin) = 73.0 kcal/mol
frontier orbital gap = 13.13 eV
LUMO energy = 1.082 eV

6.
The following is a quantum chemistry calculation of a structure of composition C4H2CrO2, from the Open Molecules 2025 dataset.

XYZ file:
```
9
Properties=species:S:1:pos:R:3:forces:R:3:nbo_charge:R:1
O -0.051063 -0.675320 -1.465561 -2.80 2.16 -1.29 -0.520
C 0.956520 -0.939515 -0.818020 2.03 -1.33 3.24 0.471
H 1.390763 -1.950952 -0.870863 0.17 -0.10 -0.77 0.331
C 1.404781 -0.118673 0.281522 -2.00 -1.50 -4.80 -0.048
C 1.410955 0.932658 0.902386 1.67 -0.03 3.89 0.145
H 1.948120 0.775921 1.910216 -0.45 2.02 -0.38 0.383
C -3.067145 0.612493 1.271384 -1.70 -0.03 2.77 0.934
O -2.499388 0.610555 0.287836 2.06 0.03 -3.47 -0.790
Cr -1.493542 0.752834 -1.498900 1.02 -1.22 0.82 2.093
```
Positions in Å, forces in eV/Å.

Calculated values
2S+1 = 4
electronic energy = -36649.9861 eV
<S²> = 4.06
frontier orbital gap (alpha / beta) = 4.57 / 7.83 eV
net charge = +3
LUMO energy (alpha / beta) = -21.240 / -18.429 eV

7.
The following is a quantum chemistry calculation of a structure of composition C33H25NO2PS2Ta, from the Open Molecules 2025 dataset.

XYZ file:
```
65
Properties=species:S:1:pos:R:3:forces:R:3:nbo_charge:R:1
Ta -0.200490 0.105253 0.038189 1.51 -0.60 1.49 2.149
S -0.368998 1.556525 2.111627 0.43 -0.22 -0.84 0.031
C -1.739416 0.519191 2.245006 -0.27 -0.26 -0.05 -0.094
N -1.856702 -0.415072 1.296150 0.14 0.39 -0.50 -0.677
C -3.036554 -1.150445 1.425997 -0.25 -0.21 0.02 0.180
C -3.483025 -2.162550 0.585103 0.14 0.06 -0.01 -0.246
C -4.691065 -2.766726 0.875305 0.03 -0.01 -0.04 -0.160
C -5.440139 -2.380022 1.988094 -0.01 0.03 0.07 -0.177
C -4.999669 -1.377686 2.833077 -0.08 0.00 0.09 -0.188
C -3.792636 -0.762529 2.536181 0.25 0.10 -0.13 -0.227
S -3.004423 0.557820 3.382757 0.11 -0.14 -0.18 0.592
H -2.889144 -2.455451 -0.272255 -0.08 -0.01 -0.03 0.225
H -5.067416 -3.548312 0.229336 0.02 0.00 0.00 0.239
H -6.382964 -2.867920 2.192889 0.01 0.00 0.00 0.247
H -5.578835 -1.080186 3.696857 -0.02 -0.01 -0.02 0.250
C 3.194650 -0.770595 -4.447729 -0.02 0.01 -0.01 -0.200
C 3.659728 -1.406195 -3.303076 0.06 0.00 0.06 -0.146
C 2.766479 -1.856546 -2.342829 -0.06 -0.01 0.05 -0.214
C 1.399011 -1.667378 -2.531352 -0.25 0.02 0.03 -0.367
C 0.933987 -1.011399 -3.673323 0.00 -0.08 0.03 -0.216
C 1.832697 -0.570286 -4.632209 -0.01 0.03 -0.06 -0.198
P 0.169382 -2.302788 -1.348742 0.67 0.15 0.53 0.938
C -0.350518 -3.921105 -1.979375 -0.37 0.34 0.09 -0.284
C 0.113370 -4.399907 -3.201543 -0.03 0.05 0.05 -0.217
C -0.239916 -5.678683 -3.605814 0.00 -0.03 -0.04 -0.178
C -1.060308 -6.463936 -2.809402 0.02 0.01 -0.04 -0.162
C -1.528707 -5.979475 -1.594595 -0.05 -0.01 0.06 -0.197
C -1.180139 -4.707022 -1.177069 0.05 0.02 -0.01 -0.218
C 1.079829 -2.593434 0.188897 -0.29 -0.01 -0.12 -0.349
C 1.615261 -3.778790 0.666439 0.10 -0.04 -0.01 -0.201
C 2.294512 -3.753602 1.878525 -0.02 0.00 -0.05 -0.156
C 2.438596 -2.559898 2.579418 -0.03 0.08 -0.03 -0.199
C 1.891715 -1.377860 2.095416 0.09 0.14 0.13 -0.117
C 1.165422 -1.389882 0.905378 -0.38 0.51 -0.79 -0.501
H 3.894791 -0.442569 -5.205130 0.00 0.02 0.01 0.239
H 4.721147 -1.562187 -3.160521 -0.01 -0.01 -0.02 0.231
H 3.123568 -2.361098 -1.453486 0.05 0.01 -0.02 0.236
H -0.131768 -0.872317 -3.825076 0.01 0.01 -0.01 0.225
H 1.471580 -0.078097 -5.526152 0.00 -0.01 0.00 0.236
H 0.751113 -3.791490 -3.827508 0.02 -0.01 -0.02 0.232
H 0.131627 -6.061168 -4.546897 -0.02 0.00 0.00 0.238
H -1.336033 -7.457433 -3.136453 0.01 0.00 0.01 0.240
H -2.163511 -6.595803 -0.971993 0.01 0.00 -0.01 0.236
H -1.525492 -4.334547 -0.218933 -0.01 -0.05 0.00 0.218
H 1.506030 -4.698957 0.105459 0.02 -0.01 0.02 0.241
H 2.722431 -4.664256 2.275983 0.00 0.00 0.00 0.242
H 2.976523 -2.546818 3.518171 0.01 -0.03 -0.01 0.241
H 2.023115 -0.462952 2.660281 -0.03 -0.01 0.00 0.221
C 3.498499 2.163380 -1.650998 0.06 -0.01 0.14 -0.720
C 2.058495 1.795403 -1.550039 0.11 0.08 -0.14 0.656
O 1.718332 1.099033 -0.557991 -1.03 -0.41 0.67 -0.653
C 1.120296 2.241553 -2.559699 -0.40 -0.23 0.20 -0.200
C 1.493742 3.139237 -3.574192 0.09 -0.06 0.10 -0.122
C 0.578892 3.578379 -4.501424 -0.03 0.09 -0.13 -0.214
C -0.742736 3.134090 -4.445291 0.19 0.01 0.03 -0.104
C -1.139217 2.245048 -3.466400 -0.19 -0.33 0.29 -0.257
C -0.219877 1.798096 -2.526853 0.51 0.61 -0.69 0.346
O -0.611740 0.952496 -1.561931 -0.73 0.04 -0.09 -0.747
H 4.061829 1.681592 -0.856858 -0.04 -0.02 0.00 0.262
H 3.608598 3.245989 -1.554776 0.01 0.00 -0.03 0.270
H 3.900683 1.868184 -2.620237 -0.02 0.02 -0.02 0.263
H 2.510484 3.504057 -3.617688 0.00 -0.02 -0.01 0.237
H 0.883342 4.275732 -5.269544 -0.01 0.00 0.01 0.249
H -1.464681 3.489458 -5.168065 0.00 -0.01 0.00 0.248
H -2.160582 1.891613 -3.402467 0.01 0.02 -0.03 0.247
```
Positions in Å, forces in eV/Å.

Calculated values
electronic energy = -72711.2507 eV
relative energy (zero: lowest compared OMol25 entry of this formula, charge and spin) = 17.8 kcal/mol
frontier orbital gap = 6.54 eV
net charge = +2
LUMO energy = -7.546 eV

8.
The following is a quantum chemistry calculation of a structure of composition C23H21NO6PRe, from the Open Molecules 2025 dataset.

XYZ file:
```
53
Properties=species:S:1:pos:R:3:forces:R:3:nbo_charge:R:1
Re 0.421789 -1.853184 -0.060551 -0.28 0.35 -0.86 1.379
O -0.986802 -4.258469 2.939977 -0.04 0.03 -0.01 -0.531
C -0.338289 -3.430885 2.226606 -0.36 0.03 -0.14 0.853
O -0.792142 -2.917600 1.164035 0.40 -0.21 0.33 -0.607
C 1.030332 -3.075339 2.712427 0.17 0.33 -0.06 -0.185
O 1.462976 -2.021497 1.836792 0.50 0.14 0.50 -0.562
C 2.885422 -1.654221 1.838813 -0.76 -0.26 0.18 -0.179
C 3.251414 -1.296302 0.419371 0.26 0.18 -0.32 0.759
O 4.305079 -0.950520 0.053756 -0.14 0.08 -0.09 -0.378
O 2.151107 -1.462954 -0.476587 0.47 -0.53 0.38 -0.590
H -1.870854 -4.490388 2.591553 -0.06 -0.05 0.01 0.556
H 0.983940 -2.726601 3.745947 -0.01 -0.03 0.05 0.283
H 1.684673 -3.949992 2.651980 0.00 -0.04 0.00 0.274
H 3.022410 -0.791002 2.485738 0.06 0.03 0.01 0.272
H 3.477015 -2.499094 2.189759 0.10 0.01 -0.06 0.264
O -0.245948 -3.690779 -1.907969 -0.10 0.13 0.07 -0.541
N -0.335668 -2.291178 -1.814948 -0.31 -0.08 -0.55 -0.234
C -0.798932 -1.633351 -2.866613 0.23 -0.47 0.57 0.257
C -1.004506 -0.243103 -2.996820 -0.08 0.17 -0.08 -0.167
C -1.499377 0.138463 -4.261663 0.02 0.05 0.12 -0.050
C -1.798727 1.462793 -4.536945 0.01 -0.04 0.02 -0.182
C -1.626451 2.406147 -3.543032 0.02 0.10 0.10 -0.072
C -1.140580 2.044175 -2.272276 -0.08 0.13 -0.16 -0.154
C -0.810641 0.740626 -1.986205 0.02 -0.09 -0.14 -0.342
P -0.226436 0.417836 -0.302195 -0.13 -0.39 0.08 1.271
C 1.214618 1.403707 0.015288 0.07 0.13 0.12 -0.482
C 1.996899 1.904460 -1.025395 0.03 -0.01 -0.01 -0.111
C 3.166280 2.589030 -0.730082 0.00 0.00 0.03 -0.193
C 3.551530 2.767630 0.591379 0.04 0.01 0.02 -0.130
C 2.775845 2.260845 1.631599 0.00 0.00 0.00 -0.189
C 1.609095 1.570230 1.351512 0.09 0.03 -0.03 -0.220
C -1.564613 0.789311 0.805819 -0.18 0.08 0.11 -0.373
C -2.638186 -0.108101 0.882206 -0.02 0.00 -0.05 -0.229
C -3.743962 0.203037 1.651358 0.01 0.05 0.04 -0.177
C -3.782865 1.409772 2.345434 0.00 -0.01 -0.01 -0.132
C -2.724516 2.304564 2.264430 0.00 0.02 0.03 -0.180
C -1.610363 2.004288 1.493951 -0.04 -0.03 0.01 -0.191
H -0.267534 -3.994549 -2.831664 0.07 0.09 -0.10 0.508
H -1.049483 -2.251306 -3.725437 0.00 0.04 -0.05 0.241
H -1.653307 -0.615951 -5.024297 0.02 0.01 0.01 0.248
H -2.170345 1.748551 -5.511450 0.00 0.00 0.01 0.274
H -1.867644 3.444010 -3.738222 0.01 -0.01 0.02 0.266
H -1.026935 2.817433 -1.520970 0.00 0.00 -0.01 0.250
H 1.709842 1.765322 -2.059693 -0.03 0.00 0.00 0.224
H 3.774459 2.986230 -1.531273 0.00 0.00 0.00 0.258
H 4.461628 3.308989 0.814993 -0.01 0.00 0.01 0.259
H 3.075010 2.423931 2.659258 0.00 0.00 -0.02 0.251
H 0.994957 1.197045 2.164981 0.00 0.00 -0.03 0.229
H -2.638281 -1.035831 0.315405 0.03 0.01 -0.01 0.205
H -4.581662 -0.479219 1.705100 0.01 0.00 -0.01 0.248
H -4.649651 1.656322 2.944206 0.00 0.00 0.00 0.257
H -2.767166 3.243626 2.800165 0.00 -0.01 -0.01 0.257
H -0.794454 2.713041 1.430449 -0.03 0.00 -0.01 0.239
```
Positions in Å, forces in eV/Å.

Calculated values
2S+1 = 2
electronic energy = -49356.2761 eV
<S²> = 0.76
frontier orbital gap (alpha / beta) = 5.98 / 6.18 eV
net charge = +3
LUMO energy (alpha / beta) = -11.870 / -11.629 eV